# 1
The following is a DFT calculation (ωB97M-V with the def2-TZVPD basis set) of a molecular structure, C29H42N7O4S2 at a distorted geometry.

The geometry in XYZ format:
```
84
Properties=species:S:1:pos:R:3:forces:R:3:lowdin_charge:R:1
C 2.346018 -2.608339 0.588674 -0.7 -0.1 -0.3 -0.082
C 1.469486 -1.545119 -0.051732 0.8 0.3 0.2 -0.452
C 2.298969 -0.704755 -1.028045 -0.4 -0.4 -0.1 -0.068
C 0.884192 -0.684373 1.056519 0.1 0.4 -0.4 -0.224
C -0.123338 0.377528 0.622071 -0.2 -0.5 0.9 -0.247
S -1.430781 -0.233701 -0.420564 0.6 -0.1 -0.5 0.477
O -2.570289 0.626242 -0.269949 -0.6 0.3 0.4 -0.346
O -0.887864 -0.243417 -1.751237 0.6 -0.3 -0.7 -0.334
N -1.624547 -1.752857 0.093985 -0.8 1.1 -0.2 -0.339
S -3.096880 -2.118251 0.553027 0.8 -0.8 0.6 0.481
O -3.656086 -1.247587 1.558990 -0.4 0.7 0.0 -0.386
O -3.078042 -3.494412 0.929909 -0.1 -1.2 0.0 -0.376
H 3.101824 -2.159856 1.222798 0.3 0.1 0.1 0.067
H 1.708828 -3.244788 1.191291 0.0 -0.3 0.3 0.078
H 2.803692 -3.214096 -0.182214 0.3 -0.2 -0.1 0.075
H 0.695634 -2.018505 -0.632307 -0.4 -0.2 0.1 0.103
H 3.357238 -0.716241 -0.785245 0.2 0.2 0.2 0.059
H 1.910637 0.302127 -1.085857 0.1 0.4 -0.1 0.058
H 2.178274 -1.125603 -2.019569 0.2 0.0 -0.3 0.080
H 1.726814 -0.147136 1.496286 0.2 0.1 0.2 0.107
H 0.450288 -1.275579 1.852897 -0.2 -0.3 0.0 0.110
H 0.343205 1.230508 0.155578 0.0 0.2 -0.5 0.088
H -0.625745 0.736362 1.512695 -0.2 0.2 0.2 0.097
H -3.893606 -2.090139 -0.536319 0.0 0.5 -0.1 0.067
N 5.358715 1.137423 0.603953 0.0 0.0 0.0 0.014
C 5.012616 2.034483 -0.365884 -0.1 0.0 0.0 -0.135
C 6.154923 2.412856 -1.018264 0.0 0.0 0.0 -0.104
C 7.234924 1.709408 -0.416757 0.0 0.0 0.0 -0.129
C 6.710311 0.928751 0.581169 0.0 0.0 0.1 -0.144
H 4.714609 0.695853 1.235645 0.0 0.0 -0.1 0.141
H 3.985755 2.323132 -0.508070 0.0 0.0 0.0 0.110
H 6.210154 3.112245 -1.835122 0.0 0.0 0.0 0.090
H 8.276933 1.766526 -0.684537 0.0 -0.1 0.0 0.066
H 7.179940 0.247253 1.269534 0.0 0.0 0.0 0.109
N -6.398365 -1.223811 0.887283 0.0 0.1 0.1 0.026
C -6.718463 -0.688852 -0.323972 0.0 0.0 0.0 -0.134
C -8.038179 -0.972852 -0.582268 0.0 0.0 0.0 -0.130
C -8.529782 -1.707399 0.527849 -0.1 0.0 0.0 -0.129
C -7.490561 -1.841179 1.416668 0.0 0.0 0.0 -0.147
H -5.475317 -1.165911 1.323340 -0.1 0.0 -0.1 0.088
H -5.982309 -0.151965 -0.899552 0.0 0.0 0.0 0.113
H -8.585208 -0.687301 -1.465437 0.0 0.0 0.0 0.073
H -9.527911 -2.092527 0.660867 0.0 0.0 0.0 0.072
H -7.438802 -2.325095 2.377105 0.0 0.0 0.0 0.108
N 10.936531 2.198615 -1.736393 0.0 0.0 0.0 0.001
C 11.073626 0.922093 -2.208842 0.0 0.0 0.0 -0.144
C 12.320025 0.477981 -1.856758 0.0 0.0 0.0 -0.114
C 12.958250 1.527949 -1.140568 0.0 0.0 0.0 -0.113
C 12.077446 2.573681 -1.082681 0.0 0.1 0.0 -0.150
H 10.122728 2.775247 -1.851711 0.0 0.0 0.0 0.134
H 10.277007 0.442820 -2.751165 0.0 0.0 0.0 0.106
H 12.728870 -0.491644 -2.085241 0.0 0.0 0.0 0.087
H 13.947933 1.514949 -0.716439 0.0 0.0 0.0 0.087
H 12.161388 3.548929 -0.634667 0.0 0.0 0.0 0.103
N 8.207327 3.996000 2.005507 -0.1 0.0 0.1 0.017
C 9.510600 3.833432 1.635399 0.0 -0.1 -0.1 -0.151
C 10.210556 4.933982 2.056429 0.0 0.0 0.0 -0.119
C 9.287858 5.794285 2.710045 0.0 0.0 0.0 -0.119
C 8.061383 5.185160 2.661717 0.0 0.0 0.0 -0.141
H 7.470656 3.337173 1.814388 0.0 0.0 -0.1 0.123
H 9.827277 2.951294 1.104576 0.0 0.0 0.0 0.092
H 11.264719 5.103026 1.912459 0.0 0.0 0.0 0.083
H 9.499538 6.748526 3.162301 0.0 0.0 0.0 0.085
H 7.101726 5.496124 3.036670 0.0 0.0 0.0 0.105
N -11.780602 2.174358 -2.385681 0.0 0.0 0.0 -0.009
C -10.878028 1.354593 -1.760711 0.0 0.0 0.0 -0.141
C -9.687106 2.021993 -1.683920 0.1 0.1 0.0 -0.105
C -9.878348 3.297779 -2.281529 0.0 0.0 0.0 -0.110
C -11.179380 3.362434 -2.703858 0.0 0.0 0.0 -0.155
H -12.735595 1.939661 -2.580378 0.0 0.0 0.0 0.137
H -11.159213 0.371134 -1.425512 0.0 0.0 0.0 0.104
H -8.781467 1.640111 -1.245131 0.0 0.0 0.0 0.078
H -9.143124 4.077353 -2.388489 0.0 0.0 0.0 0.088
H -11.726104 4.145695 -3.200126 0.0 0.0 0.0 0.099
N -10.422250 -6.554360 0.830606 0.0 0.0 0.0 -0.011
C -9.444984 -7.502950 0.970770 0.0 0.0 0.0 -0.156
C -8.236749 -6.858753 0.981939 0.0 0.0 0.0 -0.109
C -8.492954 -5.467039 0.846152 0.0 0.0 0.0 -0.097
C -9.849213 -5.311378 0.757030 0.0 0.0 0.0 -0.141
H -11.406277 -6.740371 0.787387 0.0 0.0 0.0 0.136
H -9.692826 -8.547568 1.049445 0.0 0.0 0.0 0.098
H -7.273261 -7.330241 1.077059 0.0 0.0 0.0 0.090
H -7.766009 -4.672842 0.817459 0.0 0.0 0.0 0.083
H -10.453864 -4.428278 0.647231 0.0 0.0 0.0 0.094
```
Positions in Å, forces in eV/Å.

Computed properties:
Spin multiplicity: 1
Gap between HOMO and LUMO, eV: 7.70
Maximum force, eV/A: 1.4
DFT total energy, Eh: -2610.87194
Charge: -1

# 2
The following is a DFT calculation (ωB97M-V with the def2-TZVPD basis set) of a molecular structure, C29H43Cl2EuF5N3O5Si at a distorted geometry.

The geometry in XYZ format:
```
89
Properties=species:S:1:pos:R:3:forces:R:3:lowdin_charge:R:1
C -3.926694 -2.133798 -2.733428 -0.2 0.2 0.0 -0.057
C -3.003448 -2.077303 -3.905942 0.7 0.3 -1.2 -0.233
H -4.667413 -1.326392 -2.804051 0.2 -0.1 0.2 0.079
H -3.354152 -2.036560 -1.812197 -0.1 0.1 0.1 0.076
H -4.476671 -3.085948 -2.704863 0.1 0.1 -0.1 0.088
C -3.455718 -1.984654 -5.169105 0.5 -0.4 0.9 -0.117
C -4.894284 -1.870851 -5.490631 -0.6 0.2 -0.5 -0.110
H -2.800279 -2.073496 -6.034198 0.0 0.1 0.4 0.094
H -5.366242 -0.998890 -5.036054 0.0 0.0 0.1 0.076
H -5.472285 -2.744174 -5.198306 -0.1 -0.2 0.2 0.075
H -5.015863 -1.766217 -6.564862 -0.1 0.0 -0.2 0.065
Eu 0.349344 0.308450 1.847346 -0.1 -0.3 0.8 1.851
Cl 0.209466 -2.042817 0.663882 0.1 0.6 0.5 -0.133
C 3.178297 -0.711169 1.201069 0.5 -0.9 -0.5 -0.357
O 2.711674 0.427872 1.427103 -0.5 0.0 0.3 -0.177
N 4.197657 -0.956605 0.385630 -0.7 0.3 0.2 -0.159
C 4.852345 0.136066 -0.328245 -0.2 -0.1 0.0 -0.011
C 4.462955 -2.319739 -0.061223 -0.1 -0.4 0.1 -0.024
H 2.743293 -1.622837 1.650732 0.1 0.4 -0.1 0.098
H 4.930776 0.999631 0.336001 0.1 -0.1 -0.2 0.095
H 4.270846 0.416361 -1.215320 0.2 -0.1 0.1 0.090
H 5.832068 -0.246517 -0.620722 -0.1 0.4 0.0 0.092
H 4.145214 -3.019836 0.723543 0.2 0.2 -0.3 0.100
H 5.533457 -2.424057 -0.253242 -0.1 -0.1 0.1 0.091
H 3.911164 -2.572034 -0.979994 0.1 0.3 0.2 0.096
H 3.591289 2.574585 5.487002 0.3 -0.4 0.1 0.099
H 1.870948 2.378802 7.587363 -0.1 -0.1 -0.2 0.095
C 2.825514 3.167396 5.012201 0.3 -0.2 -0.2 -0.017
C 1.332312 3.098276 6.960819 -0.1 -0.2 0.5 -0.030
N 1.539941 2.829260 5.556221 -0.9 0.1 -0.1 -0.170
H 2.815165 2.988062 3.944644 0.1 0.0 -0.1 0.090
C 0.553073 2.387542 4.775735 0.3 0.0 -0.1 -0.281
O 0.692894 2.165445 3.559282 -0.3 -0.2 0.1 -0.144
H 0.266079 3.039468 7.200144 0.2 0.0 0.0 0.097
H -0.418428 2.245720 5.296613 0.4 0.0 -0.2 0.160
H 3.059439 4.196921 5.230647 0.0 0.5 0.0 0.093
H 1.718621 4.082466 7.231809 -0.2 0.1 -0.2 0.095
H -4.614151 3.700195 2.149453 0.1 0.0 -0.2 0.097
H -3.091261 2.172850 -0.901288 0.2 0.5 0.1 -0.037
C -3.929700 4.266718 1.507825 0.0 0.4 0.2 -0.042
C -3.080498 3.233509 -0.610544 -1.0 -0.8 0.3 -0.087
N -2.977224 3.402323 0.840956 1.1 0.0 0.9 -0.164
H -3.405621 4.996276 2.126355 -0.1 0.1 0.0 0.089
C -1.951794 2.910430 1.546641 -0.6 -0.3 0.2 -0.254
O -1.315471 1.871907 1.243230 0.2 0.5 0.1 -0.189
H -2.240868 3.730007 -1.072919 0.1 0.0 -0.3 0.084
H -1.675982 3.447658 2.496735 -0.5 -0.4 -0.6 0.150
H -4.506881 4.767865 0.729628 0.1 0.1 0.3 0.088
H -4.036763 3.672600 -0.930659 0.5 -0.1 0.0 0.093
O -1.043705 -1.231660 -2.680691 0.4 0.3 0.0 -0.281
C -1.512419 -2.225216 -3.567509 0.1 -0.1 0.1 -0.292
C -0.528060 -1.480879 -5.823526 0.3 -0.5 -0.2 -0.076
C -0.588825 -2.405776 -4.774363 -0.4 -0.6 0.3 -0.186
H -1.201255 -0.620937 -5.811412 0.4 -0.2 0.0 0.120
C 0.335583 -1.715663 -6.907775 0.0 0.1 0.4 -0.074
H -1.490435 -3.117078 -2.924310 0.3 -0.3 -0.5 0.145
C 0.183842 -3.574080 -4.823961 -0.1 0.4 -0.7 -0.038
H 0.402004 -0.969600 -7.704999 0.0 -0.3 0.2 0.103
C 1.130942 -2.869849 -6.952143 -0.4 0.1 0.2 -0.098
C 1.017579 -3.811893 -5.921744 0.3 0.1 0.1 -0.092
H 0.079516 -4.297299 -4.014002 0.2 0.1 -0.2 0.116
H 1.814933 -3.037922 -7.791830 -0.3 0.0 0.4 0.098
H 1.621319 -4.723206 -5.957701 -0.2 0.3 0.0 0.098
Si 0.058863 0.042242 -2.774812 0.5 -1.3 0.1 0.201
Cl -2.158654 1.205529 -2.600757 -1.4 0.3 0.1 0.215
C 0.199757 1.219770 -4.188173 -0.5 0.4 -0.4 -0.237
C 1.708046 -1.047420 -2.822943 -0.4 0.2 -0.1 -0.156
C 0.368251 0.982941 -1.142117 0.1 0.0 0.1 -0.282
H 0.514857 0.746701 -5.100817 0.3 -0.1 -0.4 0.004
H 0.914462 1.982677 -3.903554 0.4 0.3 0.0 0.029
H -0.789484 1.698455 -4.305629 0.9 -0.2 -0.3 -0.038
H -0.168900 1.934009 -1.168583 0.2 -0.3 0.2 -0.006
H 1.440507 1.129895 -0.909915 -0.3 -0.3 0.0 0.026
H -0.149449 0.259660 -0.494473 0.0 0.2 0.0 -0.094
H 1.823681 -1.582567 -3.779726 0.0 0.2 0.2 0.014
H 1.713140 -1.812592 -2.028452 -0.2 0.2 -0.1 -0.003
H 2.598539 -0.424022 -2.687841 0.1 0.1 0.0 -0.004
F 0.375718 -1.064099 9.328245 0.1 0.0 -0.1 0.101
C 0.358622 -1.055495 7.985370 -0.1 0.1 0.0 -0.154
C 1.520442 -0.766221 7.272815 -0.3 -0.1 0.6 -0.155
F 2.652281 -0.501922 7.955837 -0.2 -0.1 -0.3 0.099
C 1.479476 -0.734448 5.896216 -0.5 0.1 -0.7 -0.152
F 2.593064 -0.471799 5.181713 0.0 0.1 0.2 0.083
C 0.273152 -0.898330 5.164186 -0.2 -0.2 1.8 -0.318
O 0.205814 -0.726075 3.900051 0.1 0.6 -2.2 -0.257
C -0.873995 -1.242053 5.938780 0.3 0.2 -0.5 -0.133
F -2.026074 -1.467802 5.279010 0.2 0.1 0.3 0.099
C -0.839437 -1.307237 7.320116 0.2 -0.1 0.3 -0.138
F -1.929839 -1.619509 8.050602 0.4 0.2 -0.5 0.108
```
Positions in Å, forces in eV/Å.

Computed properties:
Spin multiplicity: 7
Gap between HOMO and LUMO (spin up / spin down), eV: 5.03 / 7.10
Maximum force, eV/A: 2.3
DFT total energy, Eh: -4090.92920

# 3
The following is a DFT calculation (ωB97M-V with the def2-TZVPD basis set) of 2 unconnected molecules or ions with the total composition C29H43ClNO4PS3 at a distorted geometry.

The geometry in XYZ format:
```
82
Properties=species:S:1:pos:R:3:forces:R:3:lowdin_charge:R:1
C -6.210902 3.435352 -0.875053 0.1 0.1 0.0 -0.064
C -5.318376 2.810915 -1.958015 -0.4 0.2 0.0 -0.258
O -4.196608 2.155735 -1.392791 0.1 -0.1 0.0 -0.152
C -4.124796 0.761881 -1.662521 0.2 0.3 -0.1 -0.159
C -2.746024 0.273172 -1.287431 0.0 0.0 0.1 -0.122
C -2.238928 0.709478 -0.069257 0.0 0.1 0.0 0.006
C -0.987993 0.308715 0.370055 -0.1 -0.3 0.0 -0.266
C -0.241149 -0.546599 -0.438154 -0.1 -0.1 -0.1 -0.364
C -0.727722 -0.999375 -1.670554 0.1 0.2 0.1 -0.167
C 0.090176 -1.981319 -2.473452 -0.3 -0.4 0.1 -0.173
C -0.343460 -3.456765 -2.242466 0.3 0.2 -0.1 -0.256
C 0.549139 -4.243351 -1.276949 -0.2 -0.1 0.2 -0.538
S -0.199360 -4.286515 0.389319 -0.2 0.0 0.2 0.716
C -1.994859 -0.568864 -2.109384 0.2 -0.2 0.1 -0.116
C -2.541833 -0.987644 -3.462376 0.0 0.5 0.2 -0.126
C -2.476263 0.164588 -4.492004 0.2 -0.2 0.2 -0.143
C -1.112100 0.309221 -5.145673 0.0 0.5 -0.1 -0.229
O -0.946611 1.664822 -5.541981 -0.1 -0.1 0.0 -0.189
C 0.393958 1.976083 -5.838002 0.1 0.1 -0.1 -0.120
S 1.337854 -1.038579 0.179058 0.1 -0.1 0.1 1.060
C 1.819135 0.527182 0.825604 0.0 0.0 0.0 -0.433
C 3.120116 0.973178 0.654762 -0.1 0.0 0.0 -0.053
C 3.541704 2.188413 1.181114 0.0 0.0 0.1 -0.209
C 4.967514 2.632098 0.938545 -0.1 -0.2 0.1 -0.185
C 5.690677 3.345771 2.084159 0.0 0.0 -0.3 -0.255
C 5.310882 4.797835 2.399876 0.3 0.0 0.3 -0.571
S 4.968069 5.858057 0.970020 -0.2 0.1 -0.1 0.712
C 2.598718 2.932909 1.881841 0.1 0.0 -0.1 -0.018
C 1.292811 2.498546 2.046746 -0.1 0.0 0.0 -0.041
C 0.875807 1.282379 1.520775 0.2 -0.3 0.1 -0.265
N -0.441806 0.713645 1.640149 -0.2 1.0 -0.2 -0.222
P -1.655117 1.225588 2.737879 0.1 -0.5 -0.2 0.603
O -1.783495 2.833561 2.401188 0.1 -0.1 0.3 -0.342
Cl -0.559090 1.346736 4.506679 0.1 0.0 0.0 0.232
H -7.216744 3.016702 -0.874647 0.0 0.0 0.0 0.066
H -6.299996 4.514841 -1.001211 0.0 0.0 0.0 0.067
H -5.757059 3.257810 0.099625 0.0 0.0 0.0 0.074
H -4.960118 3.589279 -2.637172 0.1 -0.1 0.0 0.116
H -5.907382 2.113684 -2.561858 0.1 -0.1 0.0 0.111
H -4.308826 0.601487 -2.725266 -0.2 -0.1 0.1 0.100
H -4.887911 0.241051 -1.070898 0.0 -0.1 -0.1 0.143
H -2.848028 1.397797 0.502509 0.1 0.1 0.0 0.086
H 1.143713 -1.873401 -2.219177 0.0 0.0 -0.1 0.077
H -0.001765 -1.791175 -3.539732 0.0 0.2 0.0 0.087
H -1.369703 -3.467681 -1.870554 0.0 -0.1 -0.1 0.095
H -0.337598 -3.971933 -3.206664 0.0 0.0 0.0 0.107
H 1.552960 -3.827748 -1.214172 0.0 0.0 0.0 0.063
H 0.631744 -5.279338 -1.602935 0.1 0.0 0.0 0.056
H 0.835160 -3.939331 1.162128 0.1 0.1 -0.1 -0.162
H -1.992626 -1.851855 -3.828857 -0.2 -0.1 -0.1 0.103
H -3.588468 -1.266597 -3.338381 0.1 -0.3 -0.1 0.114
H -3.247968 0.010287 -5.247802 0.0 0.2 -0.1 0.118
H -2.659389 1.111131 -3.979040 -0.2 0.0 -0.1 0.117
H -1.031571 -0.318517 -6.042282 0.1 -0.2 0.1 0.130
H -0.310481 0.051796 -4.444321 0.0 -0.1 0.0 0.109
H 0.409905 2.916245 -6.389293 -0.1 0.0 0.1 0.086
H 0.985502 2.098725 -4.923545 0.0 -0.1 0.0 0.089
H 0.861336 1.207498 -6.464871 0.0 0.0 0.0 0.086
H 3.805239 0.349245 0.091136 0.0 0.0 0.0 0.111
H 5.539951 1.724734 0.725854 0.0 0.1 0.0 0.111
H 5.008885 3.231741 0.025641 0.0 0.1 0.1 0.093
H 6.753486 3.347950 1.825121 0.0 -0.1 0.0 0.106
H 5.580201 2.737449 2.986451 0.0 0.1 0.1 0.118
H 4.455417 4.875007 3.068961 -0.1 -0.1 -0.1 0.049
H 6.136893 5.256747 2.944166 -0.1 0.0 0.0 0.066
H 6.197941 6.353913 0.808338 0.1 0.0 0.0 -0.152
H 2.857487 3.894443 2.300554 0.0 0.0 0.0 0.091
H 0.618735 3.130871 2.595012 -0.2 0.0 0.0 0.076
H -1.833843 3.338081 3.223766 -0.1 0.2 -0.1 0.035
C 0.981147 -6.128375 5.000525 0.0 0.1 0.1 -0.168
C 0.006867 -5.092285 5.562658 0.0 0.0 0.0 -0.168
C 0.586964 -3.791838 5.018197 0.0 0.0 0.0 -0.199
O 1.194270 -4.120421 3.767635 0.0 0.0 0.0 -0.165
C 1.285866 -5.538674 3.630646 -0.1 -0.1 -0.1 -0.224
H 0.568426 -7.134238 4.943303 0.0 0.0 0.0 0.111
H 1.886689 -6.164298 5.610164 0.0 0.0 0.0 0.112
H -0.992466 -5.258594 5.155084 0.0 0.0 0.0 0.114
H -0.062592 -5.098803 6.649387 0.0 0.0 0.0 0.110
H 1.353501 -3.388204 5.688525 0.0 0.0 0.0 0.117
H -0.166404 -3.021229 4.852559 0.0 0.0 0.0 0.117
H 0.550960 -5.867133 2.888311 0.0 -0.1 0.0 0.091
H 2.281624 -5.793694 3.264716 0.0 0.0 0.0 0.119
```
Positions in Å, forces in eV/Å.

Computed properties:
Spin multiplicity: 1
Gap between HOMO and LUMO, eV: 8.47
Maximum force, eV/A: 1.1
DFT total energy, Eh: -3482.66925
SMILES: CCOCc1cc2c(c(CCCS)c1CCCOC)Sc1cc(CCCS)ccc1N2P(O)Cl.C1CCOC1

Which of these has the highest spin multiplicity? C29H43Cl2EuF5N3O5Si

What is the maximum force in the third record? 1.1 eV/A

The lowest DFT total energy belongs to which entry? C29H43Cl2EuF5N3O5Si

maximum force of number 2 (C29H43Cl2EuF5N3O5Si)? 2.3 eV/A